# 1
DFT (ωB97M-V/def2-TZVPD) results for the molecule C4H6OS2 in a non-equilibrium geometry.

Calculated values
DFT total energy: -1027.4824 Eh
Structure (SMILES): OC1[C@@H]2SCS[C@@H]12
HOMO energy: -8.57 eV
Energy relative to the best compared isomer or geometry (same formula, charge and spin): 4.058 eV

Structure (XYZ):
```
13
C4H6OS2, DFT ωB97M-V/def2-TZVPD
C -1.50 -0.47 0.39
C -0.31 0.21 0.73
C 1.96 0.49 -0.20
C -0.30 -0.89 -0.28
H -2.35 0.66 -1.06
H -1.87 -1.02 1.29
H 0.18 -0.14 1.61
H 2.09 0.64 -1.29
H 2.76 0.75 0.42
H -0.15 -0.53 -1.36
O -2.58 -0.03 -0.34
S 0.59 1.63 0.07
S 1.49 -1.30 0.02
```

# 2
DFT (ωB97M-V/def2-TZVPD) results for the molecule C4H6OSi in a non-equilibrium geometry.

Calculated values
DFT total energy: -520.6250 Eh
Structure (SMILES): CC(=O)C#C[SiH3]
HOMO energy: -10.13 eV
Energy relative to the best compared isomer or geometry (same formula, charge and spin): 2.768 eV

Structure (XYZ):
```
12
C4H6OSi, DFT ωB97M-V/def2-TZVPD
C 0.31 -0.58 -0.12
C -0.94 -0.67 -0.18
C 1.75 -0.40 -0.32
C 2.13 1.00 0.32
O 2.56 -1.08 -0.85
Si -2.86 -0.45 -0.22
H 2.16 0.68 1.38
H 3.17 1.08 0.14
H 1.53 1.86 0.13
H -3.27 -1.38 -1.18
H -3.50 0.94 -0.12
H -3.03 -1.02 1.02
```

# 3
DFT (ωB97M-V/def2-TZVPD) results for a structure of composition C4H6OSn in a non-equilibrium geometry.

Calculated values
DFT total energy: -444.6328 Eh
HOMO energy: -18.94 eV
Energy relative to the best compared isomer or geometry (same formula, charge and spin): 2.614 eV
Charge: +2

Structure (XYZ):
```
12
C4H6OSn, DFT ωB97M-V/def2-TZVPD
H -0.66 1.14 -1.24
C 1.83 1.11 -0.06
C 0.62 0.84 -0.41
C -0.72 0.43 -0.18
C -1.15 -1.02 -0.38
O -0.23 -1.38 0.60
Sn 0.02 -1.85 2.25
H 2.67 0.58 -0.53
H 2.02 1.63 0.89
H -1.29 1.06 0.51
H -0.90 -1.39 -1.38
H -2.19 -1.15 -0.05
```

# 4
DFT (ωB97M-V/def2-TZVPD) results for a cluster of 2 separate species, C4H6P2 in total in a non-equilibrium geometry.

Calculated values
DFT total energy: -838.5514 Eh
Structure (SMILES): C1=P#[PH]1.C#CC
HOMO energy: -8.84 eV
Energy relative to the best compared isomer or geometry (same formula, charge and spin): 2.851 eV

Structure (XYZ):
```
12
C4H6P2, DFT ωB97M-V/def2-TZVPD
C -1.23 0.00 -0.76
C -1.51 -0.76 0.12
C 2.00 -1.31 -1.37
C -1.85 -1.72 1.13
P 2.16 -1.47 0.23
P 2.65 0.40 -0.99
H -1.18 0.77 -1.61
H 4.09 0.07 -1.06
H 1.98 -1.99 -2.31
H -2.85 -2.26 0.96
H -1.02 -2.38 1.38
H -2.17 -1.26 2.02
```

# 5
DFT (ωB97M-V/def2-TZVPD) results for the molecule C4H6P2S in a non-equilibrium geometry.

Calculated values
DFT total energy: -1236.8185 Eh
Structure (SMILES): [PH2]#[PH]c1cccs1
HOMO energy: -8.54 eV
Energy relative to the best compared isomer or geometry (same formula, charge and spin): 1.365 eV

Structure (XYZ):
```
13
C4H6P2S, DFT ωB97M-V/def2-TZVPD
C -2.07 0.67 -0.17
C -0.71 1.30 0.04
C -2.01 -0.70 -0.14
C 0.33 0.56 0.25
P 3.01 -0.82 -0.52
P 2.07 0.84 0.63
S -0.42 -1.45 0.06
H -3.02 1.15 -0.09
H -0.49 2.41 0.06
H -2.83 -1.41 -0.18
H 2.12 -0.74 -1.61
H 2.17 -1.90 -0.13
H 1.85 0.11 1.82
```

# 6
DFT (ωB97M-V/def2-TZVPD) results for a structure of composition C4H6PtS2Se4.

Calculated values
DFT total energy: -10677.4183 Eh
Multiplicity: 5
HOMO energy (alpha / beta): -7.39 / -8.14 eV
Energy relative to the best compared isomer or geometry (same formula, charge and spin): 0.602 eV
<S²>: 6.028

Structure (XYZ):
```
17
C4H6PtS2Se4, DFT ωB97M-V/def2-TZVPD
Pt 0.13 0.15 0.09
Se 2.47 -0.46 0.54
Se 3.25 1.65 0.81
Se 1.59 3.31 0.70
Se -0.49 2.52 0.28
C -3.12 -3.12 0.44
C -2.09 -2.10 0.00
S -1.35 -1.24 1.25
C -1.80 -1.91 -1.35
C -2.50 -2.69 -2.43
S -0.66 -0.80 -1.91
H -3.20 -3.13 1.53
H -2.84 -4.12 0.12
H -4.10 -2.89 0.03
H -3.23 -3.39 -2.03
H -1.78 -3.25 -3.02
H -3.03 -2.01 -3.11
```

> Which value of DFT total energy does entry 4 give?

-838.5514 Eh

> What is the energy relative to the best compared isomer or geometry (same formula, charge and spin) in the sixth record?

0.602 eV

> The highest energy relative to the best compared isomer or geometry (same formula, charge and spin) belongs to which entry?

C4H6OS2

> What is the energy relative to the best compared isomer or geometry (same formula, charge and spin) in the second record?

2.768 eV